Entry 1:
{
  "formula": "C33H20CrF3NO5S",
  "method": "ωB97M-V/def2-TZVPD",
  "species": ["F", "C", "F", "F", "S", "C", "C", "C", "C", "C", "C", "N", "C", "C", "O", "O", "H", "H", "H", "H", "H", "O", "C", "Cr", "C", "O", "C", "O", "C", "C", "C", "C", "C", "C", "C", "C", "C", "C", "C", "C", "C", "C", "C", "C", "C", "C", "C", "C", "C", "H", "H", "H", "H", "H", "H", "H", "H", "H", "H", "H", "H", "H", "H", "H"],
  "xyz": [[4.063, 3.697, -2.133], [3.132, 2.801, -1.769], [3.182, 1.750, -2.631], [3.427, 2.360, -0.523], [1.441, 3.584, -1.803], [0.331, 2.294, -1.434], [-1.054, 2.639, -1.450], [-2.092, 1.685, -1.633], [-3.404, 2.070, -1.844], [-3.765, 3.425, -1.801], [-5.134, 3.820, -1.995], [-6.249, 4.147, -2.140], [-2.771, 4.382, -1.547], [-1.465, 4.000, -1.309], [1.512, 4.553, -0.732], [1.282, 4.005, -3.177], [0.689, 1.300, -1.668], [-1.817, 0.631, -1.610], [-4.171, 1.322, -2.047], [-3.040, 5.439, -1.537], [-0.749, 4.756, -0.999], [-0.594, -4.874, 4.572], [-0.567, -3.716, 4.448], [-0.169, -1.873, 4.151], [0.808, -2.575, 2.700], [1.459, -3.150, 1.922], [1.412, -2.294, 5.134], [2.377, -2.738, 5.614], [-1.448, -0.811, 5.577], [-2.223, -1.380, 4.556], [-1.916, -1.111, 3.217], [-0.866, -0.231, 2.878], [-0.489, -0.057, 1.480], [-0.049, -0.337, 0.371], [0.524, -0.765, -0.827], [1.958, -1.047, -0.834], [2.812, -0.386, 0.073], [4.187, -0.604, 0.036], [4.742, -1.495, -0.888], [3.898, -2.207, -1.746], [2.518, -2.037, -1.672], [-0.346, -1.263, -1.884], [-1.644, -1.729, -1.564], [-2.454, -2.292, -2.548], [-2.014, -2.345, -3.876], [-0.742, -1.864, -4.210], [0.071, -1.284, -3.237], [-0.030, 0.235, 3.911], [-0.334, -0.028, 5.253], [-1.688, -1.019, 6.621], [-3.043, -2.060, 4.791], [-2.479, -1.581, 2.407], [2.371, 0.302, 0.796], [4.833, -0.062, 0.730], [5.824, -1.636, -0.937], [4.310, -2.903, -2.474], [1.853, -2.670, -2.261], [-1.986, -1.657, -0.531], [-3.424, -2.695, -2.263], [-2.655, -2.785, -4.642], [-0.369, -1.957, -5.232], [1.041, -0.847, -3.506], [0.864, 0.803, 3.639], [0.321, 0.361, 6.035]],
  "atomic_forces_ev_per_a": [[-1.0, -0.6, 0.3], [0.8, -0.7, -0.1], [-0.1, 0.7, 0.8], [-0.3, 0.4, -0.9], [1.0, 1.3, -0.3], [-0.6, 0.3, -0.5], [-0.3, 0.5, 0.5], [0.3, -0.2, -0.1], [0.0, -0.3, 0.2], [0.4, 0.0, -0.1], [-2.2, 0.7, -0.3], [2.4, -0.7, 0.3], [-0.1, 0.2, 0.2], [-0.1, 0.1, -0.2], [-0.3, -0.6, -0.6], [-0.1, -0.3, 0.9], [0.0, 0.1, 0.0], [-0.3, 0.4, -0.3], [0.2, 0.2, 0.1], [0.1, -0.3, 0.2], [-0.1, -0.1, -0.3], [-0.2, 4.0, -0.2], [0.0, -4.6, -0.1], [0.6, -1.7, 1.6], [2.5, -2.2, -2.9], [-2.2, 2.1, 2.4], [4.2, -1.8, 1.4], [-3.5, 1.8, -1.4], [-0.7, 0.5, 0.6], [-0.4, 0.0, 0.4], [-0.8, 0.1, -1.3], [0.3, 0.5, -1.5], [-0.1, -0.3, 0.5], [-0.1, 0.1, 0.8], [0.1, -1.0, 0.2], [0.3, 0.0, 0.3], [0.2, -0.2, -0.2], [-0.2, 0.0, 0.2], [-0.2, 0.1, -0.1], [-0.2, 0.0, 0.2], [0.1, 0.2, -0.2], [-0.6, 0.0, -0.5], [0.3, -0.2, -0.4], [0.2, 0.3, 0.1], [0.3, -0.1, 0.2], [-0.1, 0.1, 0.1], [-0.1, -0.2, 0.3], [0.7, 1.2, -0.8], [0.0, 0.2, 0.5], [0.2, 0.0, -0.3], [0.3, 0.2, 0.0], [0.1, 0.2, 0.4], [0.2, 0.0, -0.3], [-0.2, -0.2, -0.2], [-0.4, 0.1, 0.0], [-0.1, 0.0, 0.3], [0.3, 0.3, 0.1], [0.1, -0.1, -0.3], [0.1, 0.1, -0.2], [0.2, 0.1, 0.2], [-0.2, 0.2, 0.3], [-0.4, -0.3, 0.1], [-0.4, -0.1, 0.2], [-0.2, -0.2, -0.2]],
  "charge": 1,
  "gap_ev": [6.589, 5.859],
  "spin_multiplicity": 4,
  "total_energy_ev": -93670.464,
  "s2": 3.8494,
  "homo_energy_ha": [-0.3743, -0.4380]
}

Entry 2:
{
  "formula": "C14H24I2N3SSiTi",
  "method": "ωB97M-V/def2-TZVPD",
  "species": ["Ti", "I", "C", "I", "H", "H", "C", "N", "C", "C", "N", "C", "S", "H", "H", "H", "H", "H", "H", "H", "H", "C", "Si", "C", "C", "N", "C", "C", "C", "C", "C", "C", "H", "H", "H", "H", "H", "H", "H", "H", "H", "H", "H", "H", "H", "H"],
  "xyz": [[1.216, 0.793, -0.179], [4.235, 0.716, -0.977], [4.297, 2.851, -0.585], [2.462, 3.451, 0.421], [4.370, 3.387, -1.534], [5.156, 3.068, 0.053], [-3.431, 2.992, -1.144], [-3.455, 2.007, -0.102], [-4.725, 1.492, 0.410], [-4.306, 0.679, 1.648], [-2.847, 0.661, 1.523], [-2.448, 1.486, 0.562], [-0.798, 1.977, 0.287], [-3.890, 2.600, -2.055], [-2.407, 3.298, -1.345], [-4.000, 3.870, -0.827], [-5.207, 0.880, -0.359], [-5.398, 2.320, 0.643], [-4.710, -0.335, 1.638], [-4.601, 1.163, 2.586], [-2.257, 0.244, 2.227], [-1.639, -1.626, -1.178], [0.229, -1.779, -1.535], [0.989, -3.403, -2.132], [0.771, -0.236, -2.639], [0.894, -0.958, -0.060], [1.746, -1.287, 0.957], [2.607, -2.393, 0.963], [3.582, -2.492, 1.937], [3.748, -1.492, 2.895], [2.880, -0.410, 2.935], [1.858, -0.296, 1.991], [-2.205, -2.365, -1.739], [-2.029, -0.649, -1.467], [-1.862, -1.790, -0.125], [0.560, -3.671, -3.097], [0.754, -4.227, -1.459], [2.070, -3.369, -2.266], [0.036, -0.045, -3.422], [1.724, -0.436, -3.137], [0.873, 0.752, -2.063], [2.490, -3.158, 0.208], [4.211, -3.367, 1.964], [4.515, -1.588, 3.650], [2.955, 0.311, 3.735], [0.990, 0.374, 2.192]],
  "atomic_forces_ev_per_a": [[0.1, 0.1, 0.7], [-0.6, 0.7, 0.2], [-0.1, -0.1, 0.0], [0.5, -0.4, -0.4], [-0.2, -0.2, 0.2], [-0.3, -0.1, 0.0], [0.0, 0.6, -0.6], [0.5, -0.3, 0.4], [-0.6, -0.2, 0.1], [-0.6, -0.1, 0.2], [0.2, -0.1, -0.1], [-0.3, -0.4, 0.1], [1.1, 0.2, -0.1], [0.1, 0.0, 0.1], [-0.1, 0.0, -0.1], [0.0, -0.1, 0.0], [0.1, 0.1, 0.1], [0.1, -0.1, 0.0], [0.1, 0.1, 0.0], [0.1, -0.1, -0.2], [0.1, 0.2, -0.2], [0.7, -0.5, -0.3], [-0.9, 0.8, -1.0], [-0.2, 0.6, 0.5], [0.0, -0.9, 0.6], [-0.1, -0.5, -0.1], [0.5, 0.4, 1.5], [0.1, 0.1, -0.2], [-0.3, -0.1, -0.3], [-0.4, 0.6, 0.2], [0.4, 0.0, 0.1], [-0.8, -0.2, -0.5], [-0.1, -0.1, -0.1], [0.2, 0.1, 0.0], [0.1, -0.1, 0.1], [-0.2, 0.2, -0.1], [-0.1, 0.0, 0.1], [0.0, 0.2, 0.0], [-0.1, 0.4, 0.2], [0.0, 0.2, 0.2], [-0.2, -0.3, -1.4], [0.1, -0.1, 0.0], [0.1, -0.1, 0.0], [0.0, 0.0, 0.0], [0.0, 0.0, 0.1], [0.5, -0.4, -0.1]],
  "charge": 3,
  "gap_ev": 6.803,
  "de_lowest_ev": 0.3010,
  "total_energy_ev": -77381.436,
  "homo_energy_ha": -0.6695
}

Entry 3:
{
  "formula": "C11H15N",
  "method": "ωB97M-V/def2-TZVPD",
  "species": ["C", "C", "C", "C", "C", "C", "C", "C", "C", "C", "C", "N", "H", "H", "H", "H", "H", "H", "H", "H", "H", "H", "H", "H", "H", "H", "H"],
  "xyz": [[-0.827, 1.149, -3.845], [-0.372, 1.973, -3.071], [-0.483, 2.488, 0.035], [0.952, -0.923, -0.818], [0.270, -1.828, 0.264], [0.946, 0.452, -0.181], [0.163, -1.030, 1.655], [0.381, 0.426, 1.242], [1.203, -1.488, 2.661], [-1.816, 0.445, -0.213], [-0.472, 1.075, 0.052], [-0.459, 3.633, 0.079], [-1.106, 0.404, -4.557], [1.936, -1.287, -0.911], [0.481, -0.892, -1.702], [-0.747, -2.124, 0.095], [0.736, -2.679, 0.463], [1.705, 1.290, -0.405], [-0.104, 2.724, -2.368], [-0.797, -1.008, 2.068], [0.722, 1.027, 2.141], [1.125, -0.842, 3.432], [2.156, -1.449, 1.990], [0.901, -2.498, 2.868], [-2.066, 0.705, -1.330], [-2.571, 0.896, 0.434], [-1.856, -0.639, -0.075]],
  "atomic_forces_ev_per_a": [[1.1, 1.3, 1.2], [-1.1, -1.5, -1.5], [0.1, 0.3, 0.6], [0.4, 0.1, 4.7], [-2.5, 3.9, 0.9], [0.0, 2.4, 0.6], [0.8, 1.0, -2.8], [1.1, 0.8, -0.3], [0.7, -1.2, -5.1], [-0.5, 0.5, -2.7], [1.2, -2.3, 2.1], [0.0, 0.6, -0.2], [-0.1, 0.1, 0.1], [1.3, -0.2, -0.5], [-1.7, -0.2, -3.3], [-0.5, -0.1, -0.9], [2.5, -3.7, 0.5], [-1.1, -1.7, 0.0], [0.1, 0.1, 0.0], [-1.8, -0.9, 0.7], [-0.2, -0.1, -1.7], [0.6, 1.7, 2.9], [-1.0, -0.1, 2.0], [0.5, -0.5, 0.6], [0.0, -0.7, 2.1], [0.0, 0.0, -0.1], [0.1, 0.4, -0.1]],
  "charge": 0,
  "gap_ev": 10.478,
  "de_lowest_ev": 5.0512,
  "total_energy_ev": -13135.740,
  "homo_energy_ha": -0.3553
}

> Number 3 is which compound?

C11H15N